The following is a quantum chemistry calculation of a cluster of 2 separate species, Cl2HO2P in total, from OMol25.

Each line ends with the Löwdin charge.
CARTESIAN COORDINATES (ANGSTROEM)
O -1.5839 1.5392 0.1497  -0.75
O 0.9248 -1.0895 -0.0031  -1.07
P 1.2351 0.4849 0.1955  0.78
Cl -2.4124 0.3490 -0.4989  0.57
Cl 0.6033 -2.0541 1.3586  0.58
H 1.2332 0.7705 -1.2018  -0.11

Computed properties:
Energy above the lowest of the compared OMol25 structures with the same formula, charge and spin, eV: 5.227
E_LUMO (alpha / beta), eV: -1.1 / -2.1
HOMO-LUMO gap (alpha / beta), eV: 9.19 / 6.14

The following is a quantum chemistry calculation of the ion C5H8N3O2 with charge -1, from OMol25.

Each line ends with the Löwdin charge.
CARTESIAN COORDINATES (ANGSTROEM)
C -2.5479 -0.6446 -0.4504  -0.05
C -1.2570 0.1584 -0.0341  -0.23
C -1.2674 1.4977 0.2783  -0.09
N -1.7502 2.5356 0.4851  -0.11
O -1.9847 3.6587 1.0249  -0.18
C -0.0864 -0.5510 0.2070  -0.49
O -0.0528 -1.8135 0.3011  -0.07
N 0.9897 0.2407 0.5997  -0.23
C 1.4957 1.5490 0.1121  -0.06
N 2.0501 -0.5348 0.9686  0.00
H -2.9721 -0.1869 -1.4065  0.07
H -3.3387 -0.4790 0.2664  0.05
H -2.1133 -1.5708 -0.7034  0.03
H 1.8062 2.0287 0.9850  0.04
H 2.4008 1.5055 -0.6735  0.11
H 0.5651 2.0882 -0.2181  0.07
H 1.6562 -1.5135 0.8191  0.08
H 2.0997 -0.4820 1.9731  0.06

Computed properties:
Charge: -1
Energy above the lowest of the compared OMol25 structures with the same formula, charge and spin, eV: 2.318
E_LUMO, eV: 3.9
HOMO-LUMO gap, eV: 6.65

The following is a quantum chemistry calculation of a structure of composition C30H26IrN3P2S2Se2, from OMol25.

Each line ends with the Mulliken spin population.
CARTESIAN COORDINATES (ANGSTROEM)
Ir -0.0723 -1.6712 3.1753  0.62
Se 3.2305 1.5337 -1.6029  0.00
P 1.2942 2.1519 -1.1217  0.00
C 1.1844 3.8894 -0.6566  0.00
C 2.0767 4.3921 0.2911  0.00
C 2.0714 5.7399 0.5931  0.00
C 1.1887 6.5979 -0.0555  0.00
C 0.3027 6.1032 -0.9965  0.00
C 0.2961 4.7465 -1.2973  0.00
C 0.0397 1.9018 -2.3969  0.00
C -1.2889 1.6303 -2.0838  0.00
C -2.2273 1.4854 -3.0969  0.00
C -1.8398 1.6161 -4.4220  0.00
C -0.5163 1.9010 -4.7379  0.00
C 0.4236 2.0435 -3.7303  0.00
C 0.6641 1.2349 0.3229  0.01
C 0.3919 -0.0937 0.5672  -0.03
N 0.1525 -0.1701 1.9156  0.03
N 0.2552 1.0598 2.4443  0.00
N 0.5532 1.8984 1.5175  0.00
P 0.2192 -1.6254 -0.3199  0.01
Se 0.1897 -3.1234 1.3299  0.19
C -1.3948 -1.6871 -1.1039  0.01
C -2.4835 -1.2005 -0.3745  0.00
C -3.7615 -1.3031 -0.8887  0.00
C -3.9631 -1.9031 -2.1279  0.00
C -2.8882 -2.3988 -2.8461  0.00
C -1.6002 -2.2993 -2.3365  0.00
C 1.4932 -1.9876 -1.5033  0.00
C 1.4480 -1.3848 -2.7626  0.00
C 2.4144 -1.6917 -3.7027  0.00
C 3.4330 -2.5777 -3.3863  0.00
C 3.4940 -3.1601 -2.1277  0.00
C 2.5236 -2.8726 -1.1837  0.00
H 2.7772 3.7283 0.7810  0.00
H 2.7615 6.1281 1.3296  0.00
H 1.1995 7.6552 0.1725  0.00
H -0.3847 6.7684 -1.5010  0.00
H -0.4040 4.3672 -2.0295  0.00
H -1.6029 1.5546 -1.0505  0.00
H -3.2590 1.2777 -2.8488  0.00
H -2.5698 1.5026 -5.2123  0.00
H -0.2186 2.0165 -5.7714  0.00
H 1.4607 2.2505 -3.9657  0.00
H -2.3316 -0.7350 0.5935  0.00
H -4.6021 -0.9219 -0.3249  0.00
H -4.9650 -1.9892 -2.5270  0.00
H -3.0465 -2.8717 -3.8055  0.00
H -0.7738 -2.7124 -2.8957  0.00
H 0.6704 -0.6753 -3.0132  0.00
H 2.3823 -1.2183 -4.6742  0.00
H 4.1905 -2.8104 -4.1226  0.00
H 4.2953 -3.8429 -1.8819  0.00
H 2.5725 -3.3320 -0.2051  0.00
C -2.0397 -2.9953 7.1462  0.00
C -1.0702 -2.6850 6.0455  0.01
S -1.6657 -2.2790 4.5131  0.06
C 0.2954 -2.7263 6.1758  0.01
C 1.0248 -3.0907 7.4335  0.00
S 1.1927 -2.3610 4.7871  0.06
H -3.0683 -2.8929 6.8036  0.00
H -1.8928 -2.3184 7.9882  0.00
H -1.8994 -4.0161 7.5047  0.00
H 0.3348 -3.3137 8.2426  0.00
H 1.6742 -2.2729 7.7496  0.00
H 1.6579 -3.9644 7.2679  0.00

Computed properties:
Charge: +1
E_LUMO (alpha / beta), eV: -4.4 / -5.8
HOMO-LUMO gap (alpha / beta), eV: 5.84 / 4.42
Spin multiplicity: 2

The following is a quantum chemistry calculation of a cluster of 8 separate species, C28H46F2O24 in total, from OMol25.

Each line ends with the Löwdin charge.
CARTESIAN COORDINATES (ANGSTROEM)
O -2.0715 -1.5207 5.3245  0.15
C -1.1236 -2.2698 5.2455  -0.57
O -0.7964 -3.1142 6.2212  0.07
C 0.4308 -3.7509 5.9026  -0.02
C 0.7596 -3.2052 4.4495  -0.34
F 0.7060 -4.1494 3.5333  0.10
O -0.2306 -2.2979 4.2782  0.16
H 1.0975 -3.4254 6.7010  0.13
H 0.3001 -4.8000 6.1679  0.14
H 1.6908 -2.6721 4.2582  0.17
O -0.8587 -1.3182 -3.4801  0.19
C -0.9411 -0.7523 -2.4553  -0.67
O -1.9936 -0.9035 -1.6255  0.08
C -1.6750 -0.3349 -0.4126  -0.07
C -0.5842 0.6706 -0.9231  -0.29
F 0.2945 0.8230 0.0511  0.09
O -0.0089 -0.0488 -1.9932  0.21
H -2.5034 0.2309 0.0137  0.14
H -1.3271 -1.0449 0.3376  0.14
H -0.9686 1.6619 -1.1633  0.18
C 6.5352 5.4541 3.0882  -0.07
C 7.1388 4.5167 2.0632  -0.23
O 6.1581 3.5815 1.6011  0.03
C 6.5034 2.7438 0.6295  -0.63
O 7.5970 2.7309 0.1145  0.13
O 5.4740 1.9539 0.4719  0.01
C 5.5558 0.7354 -0.2746  -0.02
H 6.2412 5.0426 4.0538  0.08
H 5.8230 6.1118 2.5899  0.08
H 7.4005 6.0493 3.3802  0.07
H 7.9521 3.9517 2.5185  0.12
H 7.6115 5.0732 1.2539  0.13
H 6.3409 0.0585 0.0623  0.10
H 5.7902 0.9712 -1.3127  0.10
H 4.5964 0.2189 -0.2448  0.09
C -2.9698 -6.2631 -1.6073  -0.07
C -3.5138 -5.7526 -0.3082  -0.21
O -3.6593 -6.8566 0.6389  0.04
C -3.8120 -6.4297 1.8984  -0.59
O -3.9398 -5.2963 2.2829  0.11
O -4.0390 -7.5088 2.6949  -0.02
C -4.2686 -7.2827 4.1317  -0.02
H -1.9043 -6.4480 -1.4708  0.08
H -3.0350 -5.5602 -2.4379  0.08
H -3.4961 -7.1583 -1.9387  0.08
H -4.5543 -5.5164 -0.5307  0.12
H -3.0093 -4.8498 0.0360  0.13
H -4.5945 -8.2339 4.5526  0.09
H -4.9018 -6.4125 4.3044  0.09
H -3.3790 -7.0537 4.7184  0.08
C -1.1453 4.9721 3.7092  -0.05
C -0.1964 5.7441 4.6709  -0.26
O -0.4603 7.0830 4.4477  -0.01
C 0.5918 7.9795 4.8027  -0.53
O 1.6159 7.7310 5.3305  0.16
O 0.1558 9.1942 4.4525  -0.01
C 1.0338 10.2938 4.1801  -0.03
H -2.1802 5.3135 3.6886  0.07
H -1.2659 3.9585 4.0915  0.07
H -0.8062 4.9127 2.6750  0.07
H 0.8274 5.4682 4.4184  0.12
H -0.2581 5.5427 5.7403  0.12
H 1.1021 10.5315 3.1186  0.09
H 2.0645 10.0357 4.4231  0.09
H 0.6166 11.1804 4.6576  0.09
C 2.5577 -4.5082 -2.2894  -0.04
C 2.8519 -4.5894 -3.8242  -0.23
O 3.1981 -3.3062 -4.2475  0.02
C 3.6670 -3.0908 -5.4900  -0.48
O 3.7831 -3.9336 -6.3847  0.10
O 3.9546 -1.7153 -5.5550  -0.04
C 4.4219 -1.1089 -6.7512  -0.05
H 3.3400 -3.9575 -1.7671  0.07
H 2.3754 -5.5234 -1.9371  0.07
H 1.6556 -3.9246 -2.1053  0.06
H 2.0491 -5.0849 -4.3701  0.12
H 3.6547 -5.2813 -4.0787  0.12
H 3.5420 -0.5651 -7.0949  0.09
H 4.6717 -1.7992 -7.5569  0.09
H 5.1999 -0.4255 -6.4107  0.10
O -6.8945 2.6313 -0.6064  0.17
C -7.1535 1.5532 -0.1786  -0.63
O -7.8765 0.6316 -0.8342  0.08
C -7.6859 -0.5960 -0.2439  -0.17
C -7.2956 -0.2398 1.1733  -0.08
O -6.8181 1.1034 0.9801  0.10
H -8.5669 -1.2365 -0.2854  0.13
H -6.9349 -1.1730 -0.7834  0.13
H -6.6114 -0.9453 1.6448  0.14
H -8.1957 -0.1765 1.7848  0.13
O -0.3260 3.3882 -5.4655  0.16
C -0.5649 2.6820 -6.4049  -0.52
O 0.2516 2.1084 -7.3550  0.07
C -0.5162 1.3388 -8.2139  -0.15
C -1.8968 1.2286 -7.5686  -0.13
O -1.8015 2.2230 -6.6154  0.06
H -0.6585 1.8683 -9.1559  0.13
H -0.1201 0.3471 -8.4326  0.13
H -2.1130 0.2675 -7.1021  0.13
H -2.6776 1.5193 -8.2715  0.13

Computed properties:
Energy above the lowest of the compared OMol25 structures with the same formula, charge and spin, eV: 3.600
E_LUMO, eV: 0.1
HOMO-LUMO gap, eV: 10.72

Max |F| for the records above, in order: 1.64 4.23 2.33 5.06 eV Å⁻¹